Entry from the OMol25 dataset: 2 unconnected molecules or ions with the total composition C3H9N (ωB97M-V/def2-TZVPD).

The geometry in XYZ format:
```
13
Properties=species:S:1:pos:R:3:forces:R:3:mulliken_spin:R:1
C -1.84604 0.32187 -1.99678 -0.042 0.669 1.323 0.001
H -1.26720 1.09922 -1.47621 -0.036 -0.133 -0.090 -0.001
H -2.40945 -0.21018 -1.23044 0.123 -0.227 0.014 0.000
H -1.15253 -0.34239 -2.49337 -0.268 -0.041 -0.553 0.000
H -2.59455 0.85863 -2.56938 0.259 -0.271 -0.665 0.000
C 0.73363 -1.02636 1.81773 -0.400 -0.975 -0.392 0.078
C 1.63701 0.74330 0.43346 1.301 -1.519 -2.721 -0.054
N 1.26565 -0.43604 0.59817 -0.248 2.587 2.960 0.798
H 0.07006 -1.83682 1.50874 0.135 -0.194 0.455 0.017
H 0.14530 -0.28221 2.35602 -0.251 0.307 -0.462 0.035
H 1.53938 -1.31501 2.48724 0.218 -0.533 -0.394 0.004
H 2.01043 0.89936 -0.59256 -0.249 0.530 0.052 0.059
H 1.86832 1.52662 1.15740 -0.542 -0.200 0.473 0.063
```
Positions in Å, forces in eV/Å.

Computed properties:
<S²>: 0.761
Energy relative to the best compared isomer or geometry (same formula, charge and spin): 2.1632 eV
Lowest unoccupied orbital energy (alpha / beta): -5.670 / -9.265 eV
2S+1: 2
HOMO level (alpha / beta): -16.153 / -16.152 eV
Charge: +1
Frontier orbital gap (alpha / beta): 10.48 / 6.89 eV